This record from OMol25 describes C15H16ClHfIN4O4 as an isolated structure in a non-equilibrium geometry. The level of theory is ωB97M-V/def2-TZVPD.

```
42
C15H16ClHfIN4O4 | OMol25 | ωB97M-V/def2-TZVPD
Hf -0.48 -0.32 0.11
I -0.25 -0.53 -2.73
C -1.71 -2.02 -2.79
C -2.06 -2.51 -4.02
C -3.04 -3.53 -4.06
C -3.59 -4.00 -2.90
C -3.20 -3.48 -1.64
C -3.75 -3.99 -0.43
C -3.36 -3.50 0.78
C -2.42 -2.46 0.85
C -1.85 -1.91 -0.29
C -2.24 -2.44 -1.56
H -1.63 -2.16 -4.94
H -3.34 -3.94 -5.01
H -4.33 -4.79 -2.92
H -4.47 -4.79 -0.49
H -3.78 -3.91 1.69
H -2.13 -2.11 1.84
O 0.90 -1.68 1.32
Cl 1.47 -0.35 1.74
O 2.49 -0.35 2.67
O 0.19 0.37 2.14
O 1.76 0.28 0.41
C -2.75 5.26 -2.28
C -3.83 4.96 -1.24
C -4.80 3.90 -1.74
C -3.25 4.62 0.12
N -2.38 3.40 0.09
C -1.09 3.27 -0.24
N -0.79 1.99 -0.19
N -1.92 1.39 0.22
N -2.88 2.21 0.40
H -3.19 5.67 -3.18
H -2.22 4.36 -2.58
H -2.02 5.99 -1.92
H -4.38 5.88 -1.05
H -4.29 2.94 -1.90
H -5.24 4.19 -2.69
H -5.61 3.73 -1.03
H -4.00 4.39 0.87
H -2.60 5.41 0.52
H -0.45 4.09 -0.52
```

Calculated values
lowest unoccupied orbital energy: -7.7777 eV
frontier orbital gap: 6.774 eV
charge: +2
HOMO energy: -0.5348 Eh
maximum force: 1.3 eV Å⁻¹